--- i ---
C19H41N4O6SY | ωB97M-V/def2-TZVPD

Frontier orbital gap (eV): 8.510
LUMO energy (Ha): -0.17328
E_HOMO (eV): -13.2251
Charge: +2

Each line ends with the Löwdin charge.
Positions of all 72 atoms, in Å:
Y: -0.10086 0.19581 -0.37198  1.493
C: -2.49592 1.88063 1.73071  -0.135
C: -3.50513 0.95478 1.07551  -0.145
O: -2.77840 -0.06083 0.39710  -0.217
C: -3.60784 -0.94321 -0.35184  -0.138
C: -2.67368 -1.80080 -1.19185  -0.111
O: -1.61304 -1.01697 -1.76973  -0.253
C: -1.95058 -0.34939 -2.99926  -0.111
C: -2.47542 1.04392 -2.72175  -0.130
O: -1.64195 1.64180 -1.71702  -0.235
C: -2.21007 2.90064 -1.29972  -0.125
C: -1.57773 3.30956 0.01513  -0.174
O: -1.39473 2.17612 0.87333  -0.248
H: -2.07132 1.41517 2.61982  0.118
H: -2.98526 2.80135 2.05656  0.145
H: -4.14837 1.48033 0.36086  0.131
H: -4.15683 0.52197 1.84316  0.148
H: -4.31121 -0.36555 -0.95913  0.131
H: -4.19805 -1.58706 0.30970  0.148
H: -3.20854 -2.33525 -1.97891  0.150
H: -2.19710 -2.54593 -0.56591  0.104
H: -2.67890 -0.94153 -3.55537  0.152
H: -1.02986 -0.31541 -3.57759  0.095
H: -3.50491 1.03589 -2.35397  0.124
H: -2.45160 1.64231 -3.63702  0.155
H: -3.29104 2.76286 -1.21158  0.126
H: -2.02988 3.66301 -2.06199  0.153
H: -2.17230 4.07617 0.51656  0.147
H: -0.58613 3.71658 -0.15427  0.055
C: 3.28243 -3.02993 0.59175  -0.050
O: 1.97013 -2.50353 0.80377  -0.264
C: 1.08848 -3.37363 1.48492  -0.175
C: -0.31703 -2.98302 1.07890  -0.150
O: -0.60833 -1.60762 1.44127  -0.316
C: -1.33859 -1.53356 2.67020  -0.047
H: 3.23270 -3.94246 -0.00502  0.104
H: 3.77617 -3.24078 1.54327  0.100
H: 3.83670 -2.27141 0.04101  0.093
H: 1.22995 -3.30987 2.57261  0.140
H: 1.25904 -4.41593 1.19467  0.146
H: -1.05696 -3.64362 1.53503  0.145
H: -0.40126 -3.06658 -0.00333  0.120
H: -0.92156 -2.22830 3.40104  0.111
H: -2.39111 -1.76481 2.50466  0.106
H: -1.24981 -0.52193 3.06315  0.082
C: 2.99426 0.55319 4.41237  0.016
C: 2.85092 1.51524 3.29866  -0.307
N: 3.37773 2.69048 3.22349  0.154
N: 2.97748 3.19605 2.02398  0.064
C: 2.20134 2.35807 1.33559  -0.683
S: 1.54885 2.48860 -0.20317  0.775
N: 2.09721 1.27812 2.15884  -0.067
N: 1.39193 0.14470 1.75874  0.079
H: 3.65661 0.97942 5.16072  0.102
H: 3.42528 -0.38514 4.06115  0.090
H: 2.03180 0.34514 4.88215  0.090
H: 3.30009 4.10448 1.72745  0.175
H: 2.02860 -0.59532 1.44052  0.101
H: 0.86722 -0.22887 2.54063  0.098
C: 2.81329 1.17997 -3.08057  -0.118
C: 2.24915 -0.23409 -3.05517  -0.508
C: 1.33838 -0.43340 -4.26127  -0.092
C: 1.56857 -0.59277 -1.71954  -0.307
H: 3.33189 1.37311 -4.02005  0.086
H: 3.51520 1.35671 -2.26510  0.063
H: 2.01506 1.92417 -2.99600  0.050
H: 3.10123 -0.91213 -3.19298  0.129
H: 0.62393 0.39369 -4.33919  0.069
H: 0.79133 -1.37765 -4.21526  0.078
H: 1.90919 -0.42770 -5.18938  0.090
H: 2.35743 -0.55217 -0.94162  0.025
H: 1.29175 -1.66191 -1.78241  0.050



--- ii ---
C19H41N4O6SY | ωB97M-V/def2-TZVPD

Frontier orbital gap (eV): 8.269
LUMO energy (Ha): -0.17681
E_HOMO (eV): -13.0798
Charge: +2

Each line ends with the Löwdin charge.
Positions of all 72 atoms, in Å:
Y: 0.04546 -0.51559 -0.03216  1.456
C: 2.08846 -0.95232 2.74935  -0.139
C: 3.12865 -1.43433 1.76660  -0.146
O: 2.69524 -1.03976 0.46563  -0.213
C: 3.47846 -1.64021 -0.56621  -0.139
C: 2.82067 -1.31157 -1.88735  -0.119
O: 1.40265 -1.47321 -1.82109  -0.244
C: 0.85413 -2.76998 -2.12381  -0.121
C: 0.83302 -3.67220 -0.90894  -0.121
O: 0.33372 -2.91995 0.21230  -0.244
C: 0.60256 -3.57455 1.46257  -0.130
C: 0.31307 -2.61784 2.60405  -0.155
O: 0.76782 -1.28352 2.32353  -0.256
H: 2.10795 0.13707 2.81833  0.123
H: 2.28315 -1.35274 3.74615  0.148
H: 3.23435 -2.52210 1.79738  0.130
H: 4.10426 -0.99733 1.99981  0.152
H: 3.52663 -2.71940 -0.39501  0.129
H: 4.50242 -1.25548 -0.55017  0.151
H: 3.23956 -1.93296 -2.68109  0.150
H: 2.97771 -0.26694 -2.15469  0.128
H: 1.41499 -3.24598 -2.93048  0.154
H: -0.15597 -2.56583 -2.46751  0.086
H: 1.82760 -4.04502 -0.65377  0.127
H: 0.18637 -4.53108 -1.10500  0.155
H: 1.64267 -3.90799 1.45816  0.124
H: -0.03385 -4.45737 1.56398  0.154
H: 0.78219 -2.99193 3.51682  0.149
H: -0.75641 -2.53041 2.77192  0.077
C: -1.66434 4.39195 -0.96516  -0.050
O: -0.73824 3.30418 -0.88806  -0.246
C: 0.44008 3.52478 -1.64306  -0.177
C: 1.10328 2.19756 -1.92397  -0.133
O: 1.38285 1.43802 -0.71527  -0.324
C: 2.53007 1.96052 -0.02747  -0.044
H: -1.98686 4.53841 -1.99674  0.103
H: -1.21258 5.31237 -0.58770  0.100
H: -2.52508 4.12809 -0.35538  0.096
H: 1.10265 4.21924 -1.11558  0.132
H: 0.19924 3.98129 -2.60846  0.147
H: 2.04200 2.35822 -2.46099  0.145
H: 0.45863 1.56659 -2.52884  0.115
H: 2.43725 3.03674 0.11146  0.102
H: 3.43791 1.74885 -0.59459  0.111
H: 2.59918 1.47295 0.94060  0.077
C: -1.31444 3.90193 3.28917  0.019
C: -1.98208 2.58911 3.13669  -0.310
N: -3.03030 2.18337 3.76937  0.157
N: -3.26595 0.92454 3.29514  0.058
C: -2.38743 0.52618 2.37389  -0.696
S: -2.36165 -0.90191 1.48577  0.756
N: -1.54914 1.59338 2.27247  -0.068
N: -0.46609 1.62541 1.38827  0.083
H: -1.88022 4.49640 4.00159  0.103
H: -1.27454 4.43687 2.33898  0.082
H: -0.29755 3.78810 3.66974  0.093
H: -4.06012 0.39874 3.62576  0.172
H: -0.64733 2.31268 0.63465  0.086
H: 0.34317 1.95070 1.91334  0.115
C: -3.89475 -1.13966 -1.57664  -0.115
C: -2.72384 -0.83125 -2.50195  -0.505
C: -2.40376 -2.05937 -3.34569  -0.094
C: -1.49350 -0.32294 -1.73788  -0.299
H: -4.77536 -1.43831 -2.14701  0.085
H: -4.16586 -0.27636 -0.96638  0.063
H: -3.64547 -1.96046 -0.89905  0.053
H: -3.05633 -0.04832 -3.19404  0.130
H: -2.20099 -2.92525 -2.70624  0.076
H: -1.54623 -1.89532 -4.00400  0.078
H: -3.24999 -2.32675 -3.97900  0.089
H: -1.77974 0.64641 -1.25373  0.038
H: -0.74409 -0.03716 -2.50330  0.034



The structures above, arranged from the most stable to the least stable: ii, i.